(1)
Molecular formula: C57H69N3P2Sn
Method: DFT, ωB97M-V with the def2-TZVPD basis set

Results
E_LUMO = 4.124 eV
DFT total energy = -89103.51048 eV
net charge = -2
multiplicity = 1
relative energy (zero: lowest compared OMol25 entry of this formula, charge and spin) = 129.2 kcal/mol
max |F| = 0.0167 hartree/bohr

The geometry in XYZ format:
```
132
C57H69N3P2Sn | the OMol25 dataset | ωB97M-V with the def2-TZVPD basis set
Sn -1.59 0.11 -0.21
C -3.03 -0.47 4.26
C -1.69 0.11 4.75
C -1.84 0.89 6.05
P -0.83 0.84 3.26
C 0.68 1.73 3.93
C 0.47 2.96 4.81
C 1.61 0.71 4.57
C -1.86 2.27 2.72
C -2.99 2.80 3.34
C -3.70 3.87 2.82
C -4.90 4.44 3.53
C -3.26 4.41 1.61
C -2.15 3.91 0.96
C -1.41 2.84 1.50
N -0.32 2.26 0.88
C 0.67 3.02 0.37
C 0.85 4.37 0.78
C 1.87 5.17 0.30
C 2.81 4.68 -0.60
C 3.94 5.52 -1.13
C 2.70 3.33 -0.93
C 1.69 2.48 -0.48
P 2.01 0.69 -0.63
C 3.50 0.44 -1.74
C 4.92 0.70 -1.22
C 3.31 0.99 -3.17
C 2.60 0.48 1.16
C 3.48 1.62 1.70
C 3.18 -0.87 1.55
H -3.45 -1.14 5.01
H -2.90 -1.03 3.33
H -3.76 0.32 4.05
H -1.05 -0.76 4.96
H -2.16 1.92 5.90
H -0.90 0.93 6.60
H -2.58 0.41 6.70
H 1.14 2.07 2.99
H 0.22 2.68 5.83
H -0.32 3.60 4.42
H 1.40 3.55 4.85
H 1.20 0.35 5.53
H 2.59 1.15 4.78
H 1.76 -0.16 3.92
H -3.34 2.38 4.28
H -5.18 3.82 4.39
H -5.77 4.49 2.86
H -4.71 5.45 3.89
H -3.82 5.22 1.15
H -1.84 4.31 0.01
H 0.16 4.78 1.50
H 1.95 6.20 0.65
H 3.73 6.58 -1.01
H 4.11 5.34 -2.20
H 4.88 5.32 -0.62
H 3.47 2.93 -1.56
H 3.43 -0.65 -1.86
H 5.16 1.75 -1.13
H 5.63 0.25 -1.93
H 5.09 0.23 -0.25
H 3.57 2.04 -3.25
H 2.27 0.86 -3.48
H 3.95 0.43 -3.85
H 1.61 0.58 1.65
H 4.39 1.76 1.12
H 3.78 1.37 2.72
H 2.96 2.58 1.72
H 4.13 -1.07 1.04
H 2.49 -1.68 1.35
H 3.39 -0.87 2.63
C 0.86 -0.16 -1.61
C 0.99 -1.45 -2.03
C 0.75 -1.98 -3.39
C 1.99 -2.73 -3.74
C 2.90 -2.26 -4.78
C 3.91 -3.02 -5.27
C 4.00 -4.42 -4.93
C 3.08 -5.02 -4.16
C 2.03 -4.30 -3.42
C -0.42 -2.11 -4.17
C -1.72 -1.75 -3.70
C -2.86 -2.00 -4.44
C -2.80 -2.61 -5.71
C -1.54 -2.93 -6.21
C -0.39 -2.68 -5.48
H 2.69 -1.28 -5.19
H 4.57 -2.62 -6.03
H 4.76 -5.02 -5.42
H 3.07 -6.11 -4.10
H 0.92 -6.09 -3.69
H -1.82 -1.28 -2.74
H -3.82 -1.73 -4.03
H -3.70 -2.81 -6.28
H -1.45 -3.39 -7.19
H 0.58 -2.91 -5.92
C -5.23 1.88 -0.40
C -4.32 1.38 -1.54
C -5.14 0.49 -2.48
C -3.84 2.60 -2.35
N -3.23 0.64 -0.99
H -6.07 2.48 -0.78
H -4.65 2.49 0.29
H -5.63 1.02 0.15
H -5.97 1.05 -2.94
H -5.57 -0.35 -1.92
H -4.50 0.08 -3.26
H -4.68 3.18 -2.74
H -3.22 2.25 -3.18
H -3.23 3.23 -1.71
C -1.53 -4.70 3.87
C -0.25 -5.15 3.56
C 0.47 -4.58 2.52
C -0.08 -3.55 1.75
C -1.36 -3.08 2.07
C -2.07 -3.66 3.12
N 0.69 -2.94 0.75
C 0.82 -3.38 -0.44
C 1.78 -2.60 -1.31
C 2.54 -3.28 -2.45
C 0.73 -5.07 -3.31
C 0.00 -5.22 -2.02
C 0.02 -4.54 -0.88
H -2.09 -5.15 4.67
H 0.19 -5.96 4.14
H 1.47 -4.93 2.28
H -1.77 -2.27 1.49
H -3.06 -3.29 3.34
H 2.51 -2.17 -0.62
H 3.62 -3.30 -2.32
H 0.01 -4.64 -4.01
H -0.74 -6.02 -2.05
H -0.67 -4.88 -0.12
```


(2)
Molecular formula: C57H70Ge2N4O2PdS4
Method: DFT, ωB97M-V with the def2-TZVPD basis set

Results
E_LUMO = 4.062 eV
DFT total energy = -230159.14525 eV
net charge = -2
multiplicity = 1
max |F| = 0.0234 hartree/bohr

The geometry in XYZ format:
```
140
C57H70Ge2N4O2PdS4 | the OMol25 dataset | ωB97M-V with the def2-TZVPD basis set
Pd 1.05 0.04 0.79
C 4.72 5.18 6.98
C 3.89 3.94 6.72
C 4.45 2.67 6.76
C 3.68 1.54 6.55
C 4.34 0.18 6.55
C 2.31 1.66 6.31
C 1.72 2.92 6.29
C 0.24 3.13 6.10
C 2.53 4.05 6.47
C 1.48 0.40 6.33
C 1.17 -0.01 7.63
C 0.47 -1.17 7.88
C 0.09 -1.96 6.81
C 0.39 -1.58 5.51
C 1.09 -0.38 5.22
Ge 1.00 0.31 3.26
S -0.96 1.21 3.43
S 2.77 1.79 3.17
Ge 3.31 0.68 1.26
S 2.90 1.95 -0.46
S 2.29 -1.39 2.11
C 5.30 0.16 1.14
C 5.78 -1.15 0.96
C 7.14 -1.39 0.75
C 8.06 -0.36 0.72
C 7.61 0.93 0.92
C 6.26 1.20 1.12
C 5.93 2.63 1.44
C 5.88 2.99 2.79
C 6.24 2.02 3.89
C 5.50 4.28 3.13
C 5.22 5.23 2.16
C 4.69 6.59 2.56
C 5.42 4.89 0.83
C 5.78 3.60 0.45
C 5.95 3.27 -1.01
C 4.97 -2.41 1.00
C 5.07 -3.26 2.10
C 5.77 -2.86 3.37
C 4.48 -4.52 2.03
C 3.83 -4.97 0.89
C 3.25 -6.36 0.81
C 3.75 -4.11 -0.20
C 4.31 -2.84 -0.16
C 4.16 -1.91 -1.33
C 0.01 -2.58 4.46
C -1.29 -2.68 3.95
C -2.40 -1.78 4.42
C -1.58 -3.69 3.04
C -0.64 -4.63 2.65
C -0.97 -5.71 1.65
C 0.63 -4.56 3.22
C 0.96 -3.56 4.12
C 2.32 -3.55 4.76
H 5.78 4.96 6.87
H 4.56 5.54 8.00
H 4.45 5.98 6.29
H 5.51 2.57 6.95
H 5.40 0.26 6.79
H 4.23 -0.28 5.56
H 3.86 -0.49 7.27
H -0.30 2.19 6.10
H 0.05 3.59 5.13
H -0.16 3.78 6.88
H 2.07 5.03 6.42
H 1.49 0.62 8.45
H 0.23 -1.46 8.90
H -0.43 -2.90 6.97
H 7.46 -2.41 0.61
H 9.12 -0.57 0.59
H 8.31 1.76 0.95
H 6.89 1.22 3.52
H 5.33 1.56 4.28
H 6.74 2.54 4.70
H 5.38 4.54 4.18
H 5.27 7.01 3.38
H 3.66 6.48 2.90
H 4.70 7.29 1.72
H 5.26 5.64 0.06
H 6.18 4.18 -1.58
H 5.02 2.84 -1.38
H 6.74 2.54 -1.16
H 6.42 -2.00 3.21
H 6.38 -3.68 3.75
H 5.04 -2.59 4.14
H 4.54 -5.18 2.90
H 3.57 -6.96 1.66
H 3.55 -6.86 -0.11
H 2.15 -6.32 0.82
H 3.26 -4.43 -1.11
H 3.92 -2.46 -2.24
H 5.06 -1.31 -1.49
H 3.35 -1.21 -1.14
H -2.02 -0.92 4.97
H -3.07 -2.34 5.08
H -2.98 -1.41 3.58
H -2.59 -3.75 2.63
H -2.05 -5.86 1.59
H -0.50 -6.65 1.92
H -0.62 -5.43 0.65
H 1.38 -5.30 2.95
H 2.86 -4.48 4.56
H 2.25 -3.40 5.84
H 2.90 -2.72 4.35
C -1.19 -2.58 -0.11
O -1.08 -1.50 0.79
C -2.20 -0.64 0.80
C -2.12 0.43 -0.29
O -0.93 1.21 -0.19
C -1.08 2.56 0.24
H -1.99 -3.26 0.20
H -0.23 -3.10 -0.09
H -1.39 -2.25 -1.14
H -2.17 -0.13 1.77
H -3.13 -1.20 0.68
H -3.00 1.08 -0.21
H -2.10 -0.04 -1.28
H -1.73 3.09 -0.47
H -0.09 2.99 0.24
H -1.49 2.60 1.25
C 1.58 2.89 -4.14
C 1.06 1.80 -5.08
C 2.20 0.87 -5.51
C -0.10 1.00 -4.47
N 0.34 0.05 -3.47
C 0.79 0.27 -2.23
N 1.07 -0.89 -1.67
N 0.76 -1.82 -2.61
N 0.32 -1.28 -3.68
H 2.38 3.45 -4.64
H 2.00 2.47 -3.23
H 0.79 3.59 -3.87
H 0.64 2.28 -5.98
H 2.69 0.46 -4.63
H 2.94 1.42 -6.09
H 1.83 0.05 -6.12
H -0.60 0.41 -5.24
H -0.82 1.68 -4.01
H 0.97 1.24 -1.80
```


(3)
Molecular formula: C57H70N5O6ScSe
Method: DFT, ωB97M-V with the def2-TZVPD basis set

Results
E_LUMO = 3.836 eV
DFT total energy = -166035.79029 eV
net charge = -2
multiplicity = 1
relative energy (zero: lowest compared OMol25 entry of this formula, charge and spin) = 28.8 kcal/mol
max |F| = 0.0353 hartree/bohr

The geometry in XYZ format:
```
140
C57H70N5O6ScSe | the OMol25 dataset | ωB97M-V with the def2-TZVPD basis set
Sc 0.28 -0.60 0.02
C 4.37 -0.36 -0.55
C 4.47 1.11 -0.84
C 5.53 1.86 -0.37
C 5.65 3.20 -0.68
C 4.67 3.79 -1.46
C 3.58 3.08 -1.93
C 2.51 3.78 -2.72
C 3.47 1.71 -1.62
N 2.39 0.93 -1.95
C 1.93 0.81 -3.16
O 2.40 1.24 -4.23
C 0.74 -0.12 -3.27
C 0.08 -0.13 -4.50
C -0.83 -1.12 -4.78
C -1.02 -2.10 -3.83
C -0.36 -2.00 -2.60
N 0.47 -1.00 -2.30
C -0.48 -3.19 -1.68
O -1.00 -4.21 -2.16
N 0.04 -3.05 -0.46
C 0.15 -4.27 0.24
C 0.95 -5.30 -0.31
C 1.78 -5.04 -1.53
C 0.98 -6.54 0.30
C 0.27 -6.80 1.45
C -0.44 -5.77 2.04
C -0.49 -4.51 1.46
C -1.20 -3.42 2.21
H 5.16 -0.68 0.13
H 4.44 -0.94 -1.47
H 3.39 -0.57 -0.11
H 6.28 1.38 0.25
H 6.48 3.78 -0.31
H 4.76 4.85 -1.71
H 2.76 4.84 -2.84
H 1.55 3.69 -2.21
H 2.42 3.32 -3.70
H 0.35 0.64 -5.22
H -1.35 -1.15 -5.73
H -1.65 -2.96 -4.00
H 2.28 -4.08 -1.44
H 1.15 -5.00 -2.42
H 2.52 -5.83 -1.67
H 1.57 -7.33 -0.15
H 0.28 -7.79 1.89
H -0.96 -5.93 2.98
H -0.82 -3.36 3.23
H -2.28 -3.60 2.26
H -1.02 -2.47 1.71
C 1.65 -1.19 8.18
C 0.65 -0.41 7.32
C -0.76 -0.80 7.78
C 0.89 1.08 7.58
C 0.78 -0.70 5.84
C -0.02 -0.02 4.93
C 0.10 -0.25 3.58
Se -0.98 0.84 2.38
C -2.59 -0.23 2.20
C -3.49 -0.27 3.25
C -4.64 -1.05 3.15
C -4.83 -1.71 1.95
C -3.98 -1.66 0.86
C -2.76 -0.92 0.97
O -1.81 -0.86 0.09
C -4.35 -2.49 -0.37
C -3.70 -3.87 -0.25
C -5.87 -2.69 -0.52
C -3.87 -1.82 -1.66
C -5.61 -1.12 4.32
C -4.85 -1.57 5.57
C -6.76 -2.10 4.09
C -6.22 0.27 4.56
C 1.04 -1.15 3.01
O 1.09 -1.30 1.73
C 1.85 -1.85 3.95
C 1.70 -1.60 5.30
C 2.99 -2.75 3.49
C 3.58 -3.63 4.61
C 4.09 -1.82 2.96
C 2.54 -3.71 2.38
H 1.53 -0.91 9.22
H 1.49 -2.26 8.09
H 2.67 -0.96 7.88
H -0.88 -0.60 8.85
H -1.51 -0.22 7.24
H -0.94 -1.85 7.59
H 0.80 1.31 8.65
H 1.89 1.36 7.25
H 0.17 1.69 7.04
H -0.75 0.70 5.26
H -3.27 0.30 4.14
H -5.71 -2.33 1.85
H -3.99 -4.35 0.68
H -4.01 -4.51 -1.08
H -2.62 -3.78 -0.29
H -6.27 -3.39 0.20
H -6.40 -1.74 -0.42
H -6.07 -3.09 -1.52
H -2.82 -1.59 -1.57
H -4.02 -2.49 -2.51
H -4.42 -0.89 -1.83
H -4.37 -2.53 5.38
H -4.07 -0.86 5.84
H -5.53 -1.68 6.42
H -6.37 -3.10 3.90
H -7.39 -2.14 4.98
H -7.38 -1.79 3.25
H -5.44 1.00 4.77
H -6.76 0.60 3.68
H -6.91 0.25 5.41
H 2.33 -2.14 5.99
H 4.10 -3.05 5.37
H 2.80 -4.22 5.09
H 4.30 -4.32 4.16
H 4.47 -1.20 3.76
H 4.91 -2.39 2.52
H 3.67 -1.16 2.20
H 1.80 -4.41 2.77
H 2.11 -3.16 1.56
H 3.40 -4.29 2.01
C 1.57 3.66 0.80
O 0.93 2.62 0.08
C 1.32 1.33 0.41
O 2.22 1.25 1.26
H 1.15 4.60 0.43
H 2.65 3.64 0.64
H 1.37 3.55 1.87
C -2.45 1.22 -2.91
C -2.41 2.14 -1.74
N -1.75 1.98 -0.63
C -2.00 3.09 0.12
C -2.83 3.94 -0.55
N -3.09 3.32 -1.75
H -2.17 0.23 -2.58
H -1.75 1.54 -3.67
H -3.45 1.19 -3.34
H -1.57 3.22 1.09
H -3.24 4.90 -0.31
H -3.68 3.67 -2.48
```